[1]
Molecular formula: C25H29BrCrN8O2S3
Method: DFT, wB97M-V/def2-TZVPD

Output
E_HOMO (alpha / beta)	-7.006 / -7.644	eV
largest force on an atom	0.01209	Eh/bohr
LUMO (alpha / beta)	-0.21 / -0.22	eV
2S+1	5
total charge	0
ΔE to the lowest compared entry with this formula, charge and spin	0.179	eV
frontier orbital gap (alpha / beta)	6.7987 / 7.4242	eV

XYZ file:
```
69
Properties=species:S:1:pos:R:3:forces:R:3
C -1.5967 4.6626 -1.4055 -0.1008 -0.0663 0.0082
C -1.4718 -0.8513 -2.7957 0.0915 0.2045 0.0003
C -1.7331 -3.1632 -2.0954 -0.0178 -0.1326 0.0278
H -4.1182 4.8820 -1.3832 -0.0201 -0.0090 -0.0078
C -2.9497 -0.6182 1.3612 -0.1675 -0.0698 -0.0422
H -4.2477 3.4739 -2.4593 0.0098 -0.0156 0.0027
C -2.0246 2.3195 -1.0773 -0.0842 -0.0730 0.0127
N -2.4793 3.6167 -1.3139 0.0806 0.0815 0.0469
C -0.3677 -2.7991 -0.0009 -0.0648 0.2580 -0.1674
N 4.4584 -0.7502 -2.6226 -0.0740 -0.0035 0.0245
H 1.7363 -0.5768 2.5500 -0.0054 -0.0266 -0.0055
H 4.0285 1.0892 -3.4935 0.0078 0.0013 0.0053
H 1.2309 -1.7291 3.7948 0.0085 0.0080 0.0123
Cr -0.0251 0.2233 -0.0853 0.0887 0.1441 -0.5980
H 3.6101 -2.4759 -3.4155 0.0014 0.0046 -0.0089
C -0.2953 -4.0549 0.4977 -0.0881 -0.0989 -0.0457
H 2.6903 -2.0455 2.8526 0.0046 0.0047 0.0220
H -0.7187 -4.9587 0.0937 -0.0078 0.0015 0.0015
N -0.9105 -1.0560 -1.6340 -0.0405 -0.1793 0.1418
N 0.2995 -1.8365 0.7401 -0.1343 -0.1286 -0.1107
C 1.4354 1.8367 2.2133 0.1396 0.2326 0.3078
H 5.2275 0.7892 -1.4352 0.0057 -0.0014 -0.0179
H 1.4181 -0.3307 -3.3566 0.0016 -0.0013 -0.0090
N -1.9261 0.2266 1.4179 -0.0739 -0.0906 0.1629
C -1.4605 0.4245 -3.5657 0.0156 -0.0425 0.0294
H -2.8159 -1.5123 0.7596 0.0309 0.0381 -0.0091
H -1.2210 1.9988 2.1837 -0.0320 -0.0257 -0.0074
H 3.5101 -0.3120 -4.4285 -0.0026 0.0021 -0.0063
S -2.2162 -2.2471 -3.4471 -0.0888 -0.0565 -0.1457
C 3.5707 0.1014 -3.4193 0.0301 -0.0034 0.0116
C -0.2780 4.4758 -1.3069 0.0781 -0.1008 0.0248
C 3.8082 -2.0460 -2.4311 0.0124 0.0219 0.0037
O 1.4394 2.8837 -1.1162 0.0681 -0.1081 -0.0114
N 0.9697 1.1660 1.3735 0.0915 0.1675 0.1347
H -1.1462 0.2350 -4.5925 -0.0196 0.0096 -0.0123
N 2.2033 -0.4491 -1.4327 -0.0739 0.0339 0.0346
Br -5.9140 1.1123 3.6371 -0.0441 0.0149 0.0280
C 2.4970 -1.8733 -1.6199 0.0013 -0.0299 0.0454
H 3.0700 1.2310 -0.5810 0.0226 -0.0103 0.0157
H 5.2530 -0.8129 -0.7043 0.0095 0.0087 0.0078
C -2.0742 1.3304 2.1466 -0.0010 0.0964 0.0679
H 3.2354 -0.2336 0.3755 0.0115 -0.0140 -0.0152
H 1.8570 1.2240 -2.6215 -0.0090 0.0361 -0.0009
H -4.4520 3.2641 -0.7216 0.0032 0.0020 0.0196
C 4.6517 -0.1286 -1.3072 0.0114 -0.0093 -0.0178
C 0.2370 3.1215 -1.1084 -0.1275 0.0806 0.0129
H 0.4249 5.2901 -1.3772 0.0020 0.0008 -0.0065
N -0.6902 2.1081 -0.9256 0.1408 -0.0830 0.0712
C 1.6830 -1.6297 2.8078 -0.0171 -0.0195 -0.0473
H -4.9646 -1.1243 1.9143 -0.0138 0.0053 0.0168
C 0.8725 -2.3598 1.7908 0.0177 0.1914 0.0538
S 2.0659 2.7257 3.4204 -0.1255 -0.2060 -0.2575
O -2.8591 1.4122 -1.0341 0.0345 -0.0487 -0.0547
H -2.4562 0.8665 -3.5717 0.0039 0.0152 0.0206
H -2.0437 5.6354 -1.5646 0.0040 -0.0018 0.0004
H -0.7687 1.1199 -3.0983 -0.0113 -0.0044 -0.0009
H -1.9605 -4.2116 -2.0044 0.0012 -0.0011 -0.0021
C -3.2399 1.6404 2.8322 0.0907 -0.0123 -0.0561
C -3.9077 3.8187 -1.4813 0.0081 0.0277 0.0064
H 1.6488 -2.3370 -2.1330 0.0088 -0.0121 0.0047
C -1.0369 -2.3793 -1.2400 0.1868 0.1062 0.2202
H 4.5029 -2.7116 -1.9146 0.0077 -0.0023 -0.0053
C 3.2858 0.1647 -0.6408 -0.0406 0.0306 0.0075
C 2.1716 0.1913 -2.7589 -0.0154 -0.0386 0.0259
H -3.3082 2.5492 3.4115 -0.0200 0.0006 0.0033
C -4.2921 0.7502 2.7448 -0.0424 -0.0224 0.0021
C -4.1599 -0.4098 2.0032 0.1452 0.0240 -0.0467
S 0.6194 -4.0505 1.9331 0.0869 -0.1095 0.0911
H 2.5823 -2.3338 -0.6316 -0.0007 0.0043 -0.0206
```
Forces are in eV/Å.

[2]
Molecular formula: C21H27N2NaO8S3
Method: DFT, wB97M-V/def2-TZVPD

Output
E_HOMO	-0.861	eV
largest force on an atom	0.03205	Eh/bohr
LUMO	3.91	eV
total charge	-2
ΔE to the lowest compared entry with this formula, charge and spin	1.090	eV
frontier orbital gap	4.7724	eV

XYZ file:
```
62
Properties=species:S:1:pos:R:3:forces:R:3
H 3.7203 2.3938 -1.6690 0.0218 0.0097 0.0375
C 0.7472 -3.8506 2.7151 0.1394 -0.0474 0.1087
H 4.6388 2.9976 -0.2810 -0.0009 -0.0109 -0.0146
O -2.0709 -0.3424 -2.3845 -0.2827 -0.1954 -0.1370
H 2.9218 4.4473 -1.3054 -0.0170 0.0050 0.0209
H 1.2604 5.0213 -1.1587 0.0196 -0.0304 0.0063
H -1.7662 3.0070 1.9921 -0.0029 -0.0053 -0.0009
H -3.8439 -3.4782 -2.5257 -0.0266 -0.0343 0.0632
S 2.0077 2.7004 -5.0942 0.1457 0.0769 -0.0380
H 1.3145 0.7946 3.9938 -0.0217 -0.0394 -0.0065
H -1.8241 1.2580 1.7320 0.0038 0.0270 0.0444
O -2.6251 -3.0088 -0.5005 -0.0278 0.0395 -0.1827
O 1.7771 -2.3131 0.3736 0.0206 0.1499 0.1044
C -2.4134 -1.3182 -2.9956 0.0140 0.0864 -0.0743
C -0.7844 3.8076 -0.2664 0.0859 -0.1375 -0.0259
C 0.1345 2.1389 1.4315 -0.0148 0.0635 0.0583
C 1.6147 3.1094 -0.2260 0.0083 0.0329 -0.0046
S 0.5468 1.5511 -4.3210 0.1196 0.3553 -0.5539
C -2.0645 -3.8363 2.7368 -0.1486 0.0446 -0.0337
N -4.0859 -3.0693 -3.4254 0.3117 0.2360 0.2350
H 1.5426 -0.5479 2.8693 0.0104 -0.0518 0.0259
H 3.5009 -0.4678 1.4629 0.0518 -0.0658 -0.0073
H 1.6424 3.7196 -2.2917 0.0272 0.0384 0.0225
H -4.4594 -1.1305 -2.5330 -0.0130 0.0295 0.0656
C 2.4429 1.4021 1.2769 -0.0622 0.0133 0.0268
H 4.4232 1.2599 -0.5342 0.0035 0.0156 0.0043
C 3.9309 2.2280 -0.6112 -0.1217 -0.0296 0.0372
S -1.8612 -2.1525 0.3931 -0.0629 -0.1778 0.0900
H 4.5483 0.9625 1.5241 -0.0264 -0.0351 -0.0125
C 3.5795 0.5624 1.8195 -0.1098 0.0396 -0.0287
C -1.3530 -4.5323 3.7065 0.0354 0.0070 -0.0220
H 3.5586 0.5392 2.9121 -0.0124 -0.0116 -0.0392
O 1.0526 0.1650 -4.1137 0.1853 0.0266 -0.4472
C 1.8777 4.1327 -1.3031 -0.0940 -0.1244 -0.0820
O -1.5352 -2.1943 -3.4877 0.0017 0.0573 0.0888
H -1.8849 -5.0785 4.4767 0.0003 0.0088 -0.0005
C 0.3444 3.0119 0.3566 0.0218 0.0035 -0.0425
C 0.9790 0.3684 3.0395 -0.0543 0.0554 -0.1514
O -0.6260 1.5560 -5.1971 -0.0115 0.0152 0.0104
H -5.0638 -3.2642 -3.5787 -0.0955 -0.0033 -0.1334
C 0.0412 -4.5358 3.6972 -0.0111 0.0060 -0.0080
Na 0.1122 0.1316 -2.2239 -0.0484 -0.9305 1.3595
H -0.0685 0.0871 3.1465 0.0506 -0.0028 -0.0162
C -3.8677 -1.6168 -3.3072 -0.0142 -0.2181 0.0544
H -4.0797 -1.1376 -4.2646 -0.0398 0.0247 -0.0249
H 1.8312 -3.8424 2.6873 -0.0582 0.0019 -0.0186
C -1.3417 -3.1545 1.7777 0.0437 0.0597 -0.0800
H 0.5740 -5.0817 4.4668 0.0169 -0.0006 -0.0082
C 2.6396 2.2506 0.1830 0.0819 0.0764 0.0093
C 0.0328 -3.1603 1.7554 -0.0874 0.0103 0.0451
H -0.7204 3.7067 -1.3529 -0.0083 0.0432 0.0446
H -1.7603 3.4322 0.0340 0.0203 0.0117 -0.0118
C -1.2136 2.0788 2.1230 0.0897 -0.0514 -0.0865
O 0.2076 2.0901 -2.9658 -0.1237 0.5031 -0.1841
C 1.1862 1.3353 1.8908 0.0250 0.0333 0.0217
N -0.4057 -1.8077 -0.1700 -0.0173 -0.0106 0.2315
C 0.5736 -2.3663 0.5861 0.1213 -0.0549 -0.3472
H -3.1483 -3.8264 2.7298 0.0429 0.0058 0.0132
H -0.7319 4.8722 -0.0122 -0.0062 -0.0076 0.0040
H -1.0941 1.9275 3.1967 -0.0135 -0.0121 -0.0056
O -2.5768 -1.0054 0.8956 -0.0364 0.1020 0.0281
H -2.0344 -2.9268 -3.8815 -0.0489 -0.0264 -0.0315
```
Forces are in eV/Å.

[3]
Molecular formula: C2H5IN2OS
Method: DFT, wB97M-V/def2-TZVPD

Output
E_HOMO	-9.171	eV
largest force on an atom	0.12241	Eh/bohr
LUMO	-0.34	eV
total charge	0
ΔE to the lowest compared entry with this formula, charge and spin	1.451	eV
frontier orbital gap	8.8279	eV

XYZ file:
```
12
Properties=species:S:1:pos:R:3:forces:R:3
O -1.4704 -0.8157 -0.8063 0.0078 -1.0521 0.9242
S -0.8551 -1.0949 0.5402 -0.1674 1.9561 -1.2629
H 1.2030 -0.1908 -1.7438 0.0620 -0.5950 1.7237
N 1.4318 -0.2287 -0.7139 -0.2952 1.3352 -2.4186
H 1.7118 -1.4887 0.8304 -1.3297 -0.1398 0.1360
C -1.2273 1.4924 0.4857 1.5918 -4.6644 3.9151
H 1.0667 0.6535 -0.3513 0.4717 -0.2036 0.1162
N -0.5905 0.4843 1.1835 -1.8099 3.6209 -2.4872
H 0.7880 -2.1760 -0.5028 0.1484 -2.0205 -1.5067
I -0.8683 3.4201 1.1137 -0.0065 0.0320 -0.1698
H -2.1356 1.2588 -0.0727 0.5800 0.2580 -0.6441
C 0.9457 -1.3141 0.0374 0.7470 1.4733 1.6740
```
Forces are in eV/Å.